{
  "formula": "C4H7N2S",
  "method": "ωB97M-V with the def2-TZVPD basis set",
  "largest_force_ev_per_a": 3.1,
  "homo_lumo_gap_ev": [6.589, 6.585],
  "total_charge": 1,
  "energy_ha": -663.84866,
  "symbols": ["S", "N", "N", "C", "C", "C", "C", "H", "H", "H", "H", "H", "H", "H"],
  "coordinates": [[-1.96641, 0.39426, 1.92179], [1.80306, -0.35760, -1.60134], [-0.47774, 0.41832, 1.05334], [-1.99804, 0.11554, -0.63378], [0.78887, 0.53570, 1.72365], [-0.69503, 0.27621, -0.21195], [-2.81952, 0.16368, 0.47162], [-2.33061, -0.02762, -1.64461], [1.83219, 0.42707, -2.24370], [0.75943, 1.35071, 2.44633], [1.49353, -1.20141, -2.07045], [-3.89196, 0.07995, 0.47231], [1.02535, -0.39172, 2.24840], [1.56522, 0.72473, 0.98489]],
  "atomic_forces_ev_per_a": [[0.28, -0.02, -0.52], [-1.03, 0.55, 2.19], [-1.13, 0.03, 0.08], [-0.82, -0.01, 0.39], [1.06, 0.00, 0.75], [2.56, -0.72, -1.58], [0.46, 0.08, -0.17], [0.00, 0.00, -0.11], [-0.40, 0.17, -0.49], [-0.05, 0.00, -0.10], [-0.48, -0.12, -0.45], [-0.19, -0.01, 0.11], [-0.08, 0.05, -0.07], [-0.18, -0.01, -0.04]],
  "lowdin_charge": [1.170, 0.245, -0.409, -0.118, -0.054, -0.028, -0.320, 0.119, 0.001, 0.102, 0.002, 0.095, 0.108, 0.087]
}

---

{
  "formula": "C4H7N2S",
  "method": "ωB97M-V with the def2-TZVPD basis set",
  "largest_force_ev_per_a": 7.4,
  "homo_lumo_gap_ev": [6.666, 7.372],
  "total_charge": 1,
  "energy_ha": -663.86791,
  "symbols": ["S", "N", "N", "C", "C", "C", "C", "H", "H", "H", "H", "H", "H", "H"],
  "coordinates": [[1.78735, -0.59287, -0.60082], [-2.15249, 0.25977, -0.35415], [0.39807, -0.52158, 0.04681], [-1.25590, 1.05244, -0.91518], [-0.62587, -1.29434, 0.30002], [-1.87875, -0.92024, 0.07297], [2.69983, 0.64542, 0.33113], [-2.56383, -1.68514, 0.35154], [1.90340, 1.22975, 0.71284], [3.31008, 0.15036, 1.14747], [-1.50092, 2.13300, -1.09359], [-3.11916, 0.68413, -0.18751], [3.34091, 1.11895, -0.36234], [-0.34272, -2.25963, 0.55082]],
  "atomic_forces_ev_per_a": [[1.32, -1.13, -0.24], [-1.98, 6.81, -2.21], [-0.29, 3.55, -0.07], [0.20, -0.69, 0.45], [0.54, -0.23, -1.14], [0.38, -4.91, 2.75], [0.33, -1.92, 0.82], [-1.23, 0.21, -0.11], [-0.34, 1.07, 0.57], [-0.84, 0.53, -0.93], [-0.03, -0.99, 0.52], [1.34, -1.12, -0.34], [0.65, 0.82, -0.59], [-0.04, -2.02, 0.52]],
  "lowdin_charge": [1.070, -0.038, -0.346, 0.195, -0.180, -0.141, -0.275, 0.140, 0.030, 0.089, 0.084, 0.216, 0.031, 0.124]
}

---

{
  "formula": "C4H7N3",
  "method": "ωB97M-V with the def2-TZVPD basis set",
  "largest_force_ev_per_a": 1.2,
  "homo_lumo_gap_ev": 8.778,
  "smiles": "NN1C=CCN=C1",
  "energy_ha": -320.81952,
  "symbols": ["N", "N", "N", "C", "C", "C", "C", "H", "H", "H", "H", "H", "H", "H"],
  "coordinates": [[-1.09125, 1.34732, 0.19040], [-0.27204, -0.78990, -0.35808], [-0.55170, -2.11562, -0.71716], [-1.27345, 0.16256, -0.18816], [1.36476, 0.68843, 0.45879], [1.04239, -0.49675, -0.03547], [0.29415, 1.74536, 0.64861], [-1.05227, -2.15547, -1.57904], [0.57568, 2.65993, 0.11384], [0.20138, 2.05995, 1.68898], [-1.15228, -2.59616, -0.03825], [2.41482, 0.99066, 0.56577], [-2.23596, -0.19904, -0.52627], [1.73577, -1.30127, -0.22398]],
  "atomic_forces_ev_per_a": [[0.84, 0.59, 0.65], [-0.54, -0.64, 0.12], [-0.27, -0.37, 0.74], [0.93, -0.40, -0.49], [0.16, 0.74, -0.25], [0.19, 0.06, 0.16], [-0.65, -0.14, -0.40], [-0.14, 0.18, -0.81], [-0.13, -0.10, -0.07], [0.01, -0.11, 0.14], [0.42, 0.41, 0.05], [-0.52, -0.34, 0.18], [-0.33, 0.09, 0.08], [0.05, 0.02, -0.09]],
  "lowdin_charge": [0.052, -0.191, 0.058, -0.200, -0.092, -0.109, -0.199, 0.070, 0.097, 0.095, 0.093, 0.100, 0.116, 0.111]
}

---

{
  "formula": "C4H7N3",
  "method": "ωB97M-V with the def2-TZVPD basis set",
  "largest_force_ev_per_a": 1.3,
  "homo_lumo_gap_ev": 6.378,
  "energy_ha": -320.72219,
  "symbols": ["N", "N", "N", "C", "C", "C", "C", "H", "H", "H", "H", "H", "H", "H"],
  "coordinates": [[1.21984, -1.37552, -0.59772], [-0.39138, 0.12141, 0.45502], [2.76933, 1.75793, -0.18968], [-1.27122, 0.76122, -0.57039], [-1.09869, -0.93450, 1.16583], [1.03593, -0.19035, -0.22721], [2.00897, 0.88209, -0.22934], [-0.48258, -1.27835, 2.00751], [2.16126, -1.55698, -0.95837], [-0.72591, 1.54860, -1.10437], [-1.57212, -0.02255, -1.26710], [-0.20831, 0.84354, 1.13765], [-1.29326, -1.73202, 0.44559], [-2.15184, 1.17548, -0.06742]],
  "atomic_forces_ev_per_a": [[0.05, 0.61, 0.10], [0.36, 0.24, -0.39], [-0.91, -0.95, -0.05], [0.09, -0.02, -0.22], [0.00, -0.23, 0.01], [-0.53, -0.65, 0.21], [0.59, 0.86, 0.08], [-0.05, 0.06, -0.31], [-0.25, 0.18, 0.07], [-0.01, -0.14, 0.08], [0.00, 0.12, 0.10], [0.32, 0.20, 0.23], [0.00, -0.03, 0.17], [0.35, -0.25, -0.07]],
  "lowdin_charge": [0.208, -0.250, 0.171, -0.044, -0.141, -0.308, -0.152, 0.007, 0.090, 0.090, 0.097, 0.137, 0.000, 0.095]
}

---

{
  "formula": "C4H7N3",
  "method": "ωB97M-V with the def2-TZVPD basis set",
  "largest_force_ev_per_a": 0.5,
  "homo_lumo_gap_ev": 7.826,
  "energy_ha": -320.76485,
  "symbols": ["N", "N", "N", "C", "C", "C", "C", "H", "H", "H", "H", "H", "H", "H"],
  "coordinates": [[-0.34021, -0.39194, 1.29589], [-0.51578, -1.41837, -2.16087], [0.48003, 1.93601, 1.36872], [-0.57695, -1.55792, 0.29254], [0.23790, 0.77735, 0.61356], [-0.29080, -0.89687, -0.86180], [0.22116, 0.46865, -0.68910], [-0.82913, -2.37901, -2.06277], [-1.29230, -0.19091, 1.60475], [0.17428, -0.70342, 2.11990], [1.33917, 1.88728, 1.90972], [0.52611, 2.75804, 0.77781], [0.53398, 1.13081, -1.49078], [0.33253, -1.41971, -2.71757]],
  "atomic_forces_ev_per_a": [[-0.01, -0.09, 0.17], [0.16, -0.12, 0.09], [0.17, 0.01, -0.09], [0.14, 0.45, -0.26], [-0.18, -0.23, -0.35], [-0.05, -0.19, 0.16], [0.04, 0.11, 0.24], [-0.01, 0.09, -0.08], [0.06, 0.19, 0.11], [0.00, -0.03, -0.17], [-0.12, -0.01, -0.05], [-0.07, -0.09, 0.09], [-0.04, -0.09, 0.13], [-0.07, 0.01, 0.01]],
  "lowdin_charge": [0.014, 0.040, 0.079, -0.052, -0.354, -0.462, 0.013, 0.067, 0.153, 0.150, 0.085, 0.086, 0.112, 0.070]
}

---

{
  "formula": "C4H7N3",
  "method": "ωB97M-V with the def2-TZVPD basis set",
  "largest_force_ev_per_a": 1.4,
  "homo_lumo_gap_ev": 8.251,
  "smiles": "Nc1c[nH]c(N)c1",
  "energy_ha": -320.80096,
  "symbols": ["N", "N", "N", "C", "C", "C", "C", "H", "H", "H", "H", "H", "H", "H"],
  "coordinates": [[2.11108, -0.69512, 0.53432], [-2.23910, -0.08867, 0.20864], [-0.68235, 1.20788, -0.66053], [-1.16293, -0.07772, -0.74685], [0.93691, -0.20462, -0.04127], [0.50772, 1.11971, 0.03165], [-0.08656, -0.96319, -0.63386], [-2.48710, -1.04669, 0.43982], [-1.39016, 1.90014, -0.45144], [2.41492, -1.56766, 0.12465], [2.85022, -0.00860, 0.53148], [-1.61768, 0.24826, 0.99229], [1.05210, 1.99129, 0.35616], [-0.14684, -2.04523, -0.71747]],
  "atomic_forces_ev_per_a": [[0.23, -0.01, -0.22], [-0.17, -0.28, 0.04], [0.03, -0.05, 0.47], [0.18, 0.11, -0.03], [0.00, 0.19, -0.09], [0.59, 0.14, -0.55], [0.02, 0.01, 0.18], [-0.18, 0.11, -0.10], [0.26, 0.02, 0.13], [0.07, 0.13, 0.07], [0.16, -0.16, -0.01], [-1.30, -0.53, 0.06], [0.16, 0.05, -0.22], [-0.05, 0.28, 0.31]],
  "lowdin_charge": [0.079, 0.060, 0.014, -0.383, -0.359, -0.072, -0.026, 0.074, 0.140, 0.085, 0.081, 0.099, 0.104, 0.104]
}

---

{
  "formula": "C4H7N3",
  "method": "ωB97M-V with the def2-TZVPD basis set",
  "largest_force_ev_per_a": 3.2,
  "homo_lumo_gap_ev": 10.564,
  "smiles": "C=N/N=C/N1CC1",
  "energy_ha": -320.75270,
  "symbols": ["N", "N", "N", "C", "C", "C", "C", "H", "H", "H", "H", "H", "H", "H"],
  "coordinates": [[2.13444, 0.16162, 0.51336], [0.98002, -0.01888, -0.35686], [-1.28268, -0.11845, -0.44865], [3.18261, -0.08692, -0.19140], [-0.07217, -0.09012, 0.28822], [-2.42884, -0.65954, 0.18091], [-2.27462, 0.78182, -0.08030], [-2.02189, 1.44692, 0.76104], [-0.16432, 0.05890, 1.36876], [2.98646, -0.47361, -1.29241], [-3.03407, -1.36849, -0.47630], [-2.37392, -0.94398, 1.25826], [4.16846, 0.19330, 0.15604], [-2.82504, 1.24544, -0.91486]],
  "atomic_forces_ev_per_a": [[0.64, -0.21, -1.66], [2.37, -0.35, 0.25], [2.63, -1.54, -1.10], [-1.90, -0.07, -1.76], [-2.17, 0.88, 0.36], [-1.63, -1.78, 0.78], [-1.62, 2.01, 0.05], [-0.50, -0.29, -0.24], [0.24, -0.29, 0.14], [0.82, 0.85, 2.20], [0.69, 1.25, 1.06], [0.06, 0.05, -0.92], [0.01, -0.44, 0.29], [0.36, -0.07, 0.53]],
  "lowdin_charge": [-0.057, 0.025, -0.119, -0.063, -0.214, -0.157, -0.170, 0.114, 0.132, 0.105, 0.128, 0.111, 0.053, 0.113]
}

---

{
  "formula": "C4H7N3",
  "method": "ωB97M-V with the def2-TZVPD basis set",
  "largest_force_ev_per_a": 1.4,
  "homo_lumo_gap_ev": 10.475,
  "smiles": "[H]/N=C(\\C#N)NCC",
  "energy_ha": -320.85823,
  "symbols": ["N", "N", "N", "C", "C", "C", "C", "H", "H", "H", "H", "H", "H", "H"],
  "coordinates": [[1.62115, -1.41334, -0.12108], [0.24366, 0.39461, 0.13261], [3.57740, 1.44758, -0.03628], [1.48056, -0.15435, 0.00690], [-2.16415, 0.33953, -0.19727], [-0.97094, -0.48497, 0.23411], [2.63081, 0.77882, -0.01479], [2.59176, -1.63229, -0.29158], [-1.03594, -0.90385, 1.24504], [-0.97582, -1.36985, -0.43056], [0.26907, 1.36347, 0.44711], [-3.10674, -0.22889, -0.21479], [-2.26429, 1.21160, 0.45331], [-1.89656, 0.65192, -1.21273]],
  "atomic_forces_ev_per_a": [[0.36, 0.07, -0.10], [0.04, -0.25, -0.05], [-1.18, -0.78, 0.04], [-0.19, -0.44, -0.12], [0.16, 0.16, 0.01], [0.19, 0.12, 0.14], [0.57, 0.51, -0.01], [0.23, -0.23, 0.04], [-0.06, 0.24, -0.03], [0.99, 0.64, 0.17], [-0.77, -0.52, -0.11], [0.43, 0.18, 0.08], [-0.25, 0.05, -0.19], [-0.52, 0.24, 0.12]],
  "lowdin_charge": [0.139, 0.022, 0.153, -0.480, -0.108, -0.242, -0.131, 0.052, 0.113, 0.114, 0.140, 0.081, 0.069, 0.079]
}